w) {"formula": "CH2N2OS2", "method": "ωB97M-V/def2-TZVPD", "lumo_energy_ev": [-2.01, -2.01], "total_charge": 0, "spin_multiplicity": 1, "orbital_gap_ev": [7.51, 7.51], "elements": ["C", "N", "N", "O", "S", "S", "H", "H"], "coordinates": [[-1.47997, 1.27973, 1.41970], [-0.69394, 2.17705, 1.21515], [1.03776, -0.17330, -1.00470], [0.15641, -2.40572, 0.26865], [-1.42316, -0.25410, 1.03362], [-0.17315, -1.34761, -0.68439], [0.68308, 0.84578, -0.71911], [1.89298, -0.12182, -1.52891]]}

=====

x) {"formula": "CH2N2OS2", "method": "ωB97M-V/def2-TZVPD", "lumo_energy_ev": [-1.56, -1.93], "total_charge": 0, "spin_multiplicity": 1, "orbital_gap_ev": [7.02, 6.16], "elements": ["C", "N", "N", "O", "S", "S", "H", "H"], "coordinates": [[0.33431, -0.33153, 0.58046], [0.18032, 0.95217, 0.31723], [-0.16021, -1.38747, -0.07611], [-0.29667, 3.17283, -0.39192], [-1.11511, -1.37325, -1.41301], [-0.08390, 1.82748, -0.92068], [0.98751, -0.62045, 1.50788], [0.15375, -2.23979, 0.39614]]}

=====

Most stable: x). Least stable: w).

=====

w) {"formula": "H25O16S", "method": "ωB97M-V/def2-TZVPD", "lumo_energy_ev": 0.79, "total_charge": -1, "spin_multiplicity": 1, "orbital_gap_ev": 7.78, "elements": ["O", "H", "H", "H", "S", "O", "O", "O", "O", "O", "H", "H", "O", "H", "H", "O", "H", "H", "O", "H", "H", "O", "H", "H", "O", "H", "H", "O", "H", "H", "O", "H", "H", "O", "H", "H", "O", "H", "H", "O", "H", "H"], "coordinates": [[-3.94741, 1.17083, -0.17803], [-4.03791, 1.29629, 0.78696], [-3.09472, 1.01743, -0.41931], [-4.35164, 0.20166, -0.16134], [-0.31966, 0.07159, -0.06038], [-0.27534, -1.33275, 0.25290], [0.76315, 0.32839, -1.05802], [-1.60913, 0.33930, -0.66993], [-0.13547, 0.76350, 1.18388], [0.57425, -0.77575, -3.34076], [0.90718, -0.15146, -4.13651], [0.54561, -0.43684, -2.50878], [1.03443, 3.05547, 1.92695], [0.54042, 2.25472, 1.61068], [1.55379, 3.50124, 1.25096], [0.67418, 2.74664, -1.88677], [0.60015, 1.77341, -1.64394], [1.53157, 2.97920, -1.34459], [-2.19228, 1.86745, 2.18740], [-2.27911, 1.54305, 3.07413], [-1.45619, 1.41491, 1.82149], [1.77697, 0.14870, 2.98679], [1.62312, -0.70252, 3.31030], [1.27897, 0.47136, 2.23994], [-1.95238, -2.95318, -0.58311], [-2.83003, -2.49659, -0.53035], [-1.27661, -2.18517, -0.32464], [3.55600, -0.38987, 1.11388], [3.03460, -0.24531, 1.85781], [3.23930, 0.02890, 0.33732], [1.79954, -2.93358, 0.05742], [2.53149, -2.46255, 0.22928], [0.95748, -2.32909, -0.01377], [3.29047, 0.73022, -1.45889], [3.72777, 0.08574, -2.00319], [2.36996, 0.52857, -1.38340], [-0.76591, -2.69871, 2.36985], [-1.03734, -3.57910, 2.07927], [-0.55621, -2.02009, 1.57309], [-2.31348, -0.10278, -3.09158], [-1.53574, -0.65669, -3.29695], [-1.94384, 0.13347, -2.15606]]}

=====

x) {"formula": "H25O16S", "method": "ωB97M-V/def2-TZVPD", "lumo_energy_ev": 1.08, "total_charge": -1, "spin_multiplicity": 1, "orbital_gap_ev": 7.87, "elements": ["O", "H", "H", "H", "S", "O", "O", "O", "O", "O", "H", "H", "O", "H", "H", "O", "H", "H", "O", "H", "H", "O", "H", "H", "O", "H", "H", "O", "H", "H", "O", "H", "H", "O", "H", "H", "O", "H", "H", "O", "H", "H"], "coordinates": [[1.81686, 1.47819, 3.01683], [1.77709, 2.33344, 2.67832], [1.18180, 1.04976, 2.35557], [2.69233, 1.07656, 2.61068], [0.17191, -0.08129, 0.06761], [0.32417, -1.55493, -0.06668], [-1.08291, 0.33152, -0.51073], [0.26000, 0.23033, 1.43092], [1.31718, 0.58946, -0.55749], [2.87202, -0.26928, -2.48217], [2.74398, 0.49580, -3.14531], [2.35639, -0.03356, -1.80602], [2.09279, 3.09245, -0.76992], [2.46440, 3.13887, 0.11506], [1.87525, 2.16827, -0.80315], [-1.85052, -0.42540, -2.79176], [-1.48866, -0.09529, -1.87258], [-2.11794, 0.55199, -3.15540], [2.01814, -3.21729, -0.69007], [1.46831, -2.60820, -0.41253], [1.66299, -4.07008, -0.33862], [-3.14624, -0.40488, 1.19880], [-2.50748, 0.04554, 0.59873], [-2.74030, -0.98089, 1.80885], [-2.13762, 2.29035, -1.78298], [-1.78542, 1.54946, -1.37864], [-1.74685, 2.90692, -1.23967], [-0.70393, 0.47372, 3.79065], [-1.06778, 1.40628, 3.61714], [-0.39598, 0.04683, 2.86417], [-0.32827, -3.41037, 1.44820], [-0.05408, -2.67250, 0.79496], [-0.98743, -3.00689, 1.82241], [3.52446, 0.98077, 0.47782], [2.85410, 0.77781, -0.05317], [4.00490, 0.21219, 0.63601], [-1.08984, -3.03150, -1.76118], [-1.40565, -2.37100, -2.35810], [-0.42134, -2.52928, -1.30126], [-4.51033, 1.11737, -0.90563], [-4.16143, 0.83713, -0.11721], [-3.74905, 1.58160, -1.03245]]}

=====

Most stable: w). Least stable: x).

=====

w) {"formula": "C16H19N3O2S", "method": "ωB97M-V/def2-TZVPD", "lumo_energy_ev": 0.52, "smiles": "C=CCn1c(CCc2ccccc2)nnc1SCC(=O)OC", "total_charge": 0, "spin_multiplicity": 1, "orbital_gap_ev": 8.98, "elements": ["C", "C", "C", "N", "C", "N", "N", "C", "C", "H", "H", "C", "C", "C", "C", "C", "C", "C", "H", "H", "H", "H", "H", "H", "H", "S", "C", "C", "O", "O", "C", "H", "H", "H", "H", "H", "H", "H", "H", "H", "H"], "coordinates": [[-1.00703, -2.15815, -2.49393], [0.30530, -2.09035, -2.60371], [1.17935, -1.04247, -1.96960], [0.44744, -0.12103, -1.14763], [-0.11814, 1.05738, -1.53959], [-0.79462, 1.59525, -0.56278], [-0.69727, 0.76623, 0.49066], [0.03235, -0.25798, 0.15360], [0.39806, -1.40644, 1.01809], [-0.32923, -1.46938, 1.82745], [0.33324, -2.32009, 0.42212], [1.81714, -1.27180, 1.60918], [1.84888, -0.61503, 2.96538], [1.07488, 0.50377, 3.24931], [1.13464, 1.09575, 4.49897], [1.96791, 0.58404, 5.47871], [2.74256, -0.52910, 5.20323], [2.68071, -1.12345, 3.95537], [3.28741, -1.99474, 3.74862], [3.39446, -0.93840, 5.96142], [2.01275, 1.04866, 6.45278], [0.52549, 1.96316, 4.70616], [0.41550, 0.91000, 2.49777], [2.26215, -2.26574, 1.69369], [2.44472, -0.69020, 0.92531], [0.08107, 1.71770, -3.13516], [-1.20976, 2.98362, -3.03811], [-2.60233, 2.42806, -3.25069], [-3.53302, 3.10880, -3.58684], [-2.65777, 1.12162, -3.01017], [-3.92353, 0.48245, -3.10592], [-4.62296, 1.12079, -3.64833], [-3.77367, -0.45870, -3.63291], [-4.30037, 0.29484, -2.09922], [-0.99582, 3.74517, -3.78648], [-1.15807, 3.41522, -2.03607], [1.95111, -1.52769, -1.36220], [1.68015, -0.46863, -2.75824], [0.85496, -2.81412, -3.18943], [-1.57211, -2.93428, -2.97949], [-1.57652, -1.44473, -1.92132]]}

=====

x) {"formula": "C16H19N3O2S", "method": "ωB97M-V/def2-TZVPD", "lumo_energy_ev": 0.41, "smiles": "O=C(NC[C@H](c1cccnc1)N1CCOCC1)c1cccs1", "total_charge": 0, "spin_multiplicity": 1, "orbital_gap_ev": 9.13, "elements": ["O", "C", "N", "H", "C", "H", "H", "C", "N", "C", "H", "C", "O", "C", "C", "H", "H", "H", "H", "H", "H", "H", "C", "C", "C", "C", "N", "C", "H", "H", "H", "H", "H", "C", "C", "C", "C", "S", "H", "H", "H"], "coordinates": [[2.61220, 1.23068, 0.40735], [1.60986, 1.92214, 0.36762], [0.54064, 1.72310, 1.17943], [-0.29732, 2.25755, 1.00634], [0.37481, 0.48706, 1.89899], [0.08560, 0.68967, 2.93475], [1.34782, -0.00454, 1.89588], [-0.71271, -0.37970, 1.23149], [-0.52601, -0.37026, -0.21695], [-1.70499, -0.75440, -0.96895], [-2.57164, -0.20470, -0.59353], [-1.47483, -0.38813, -2.43697], [-0.34565, -1.04184, -2.95873], [0.80039, -0.72371, -2.20302], [0.62639, -1.09261, -0.72938], [1.52401, -0.79138, -0.19196], [0.49726, -2.18474, -0.64415], [1.62510, -1.28503, -2.64347], [1.01136, 0.35404, -2.27816], [-2.32287, -0.69789, -3.05039], [-1.34438, 0.70294, -2.51366], [-1.90960, -1.83679, -0.89458], [-0.81070, -1.76504, 1.82787], [-2.05943, -2.32235, 2.08815], [-2.14656, -3.61862, 2.56597], [-0.96887, -4.32256, 2.76425], [0.22401, -3.80924, 2.52211], [0.30021, -2.57176, 2.06840], [1.30553, -2.21460, 1.89275], [-0.97540, -5.33994, 3.13218], [-3.10377, -4.07003, 2.77669], [-2.95679, -1.74183, 1.91915], [-1.67425, 0.12774, 1.39779], [1.50273, 3.06336, -0.55224], [2.50188, 3.52605, -1.36380], [2.10216, 4.60648, -2.17322], [0.80220, 4.95131, -1.97678], [0.03949, 3.96612, -0.79827], [0.23748, 5.72805, -2.45358], [2.74997, 5.10418, -2.87206], [3.48466, 3.09121, -1.36331]]}

=====

Most stable: x). Least stable: w).

=====

w) {"formula": "C6H6O", "method": "ωB97M-V/def2-TZVPD", "lumo_energy_ev": 0.79, "smiles": "C#CC1=CC1.C=O", "total_charge": 0, "spin_multiplicity": 1, "orbital_gap_ev": 9.91, "elements": ["C", "C", "C", "C", "C", "O", "C", "H", "H", "H", "H", "H", "H"], "coordinates": [[2.60007, 0.56139, -0.54066], [1.44290, 0.75453, -0.25916], [0.09686, 1.00133, 0.06632], [-0.97372, 2.05283, 0.17114], [-1.07121, 0.58648, 0.45435], [-1.51512, -2.51053, 0.44090], [-0.40739, -2.58514, -0.03247], [3.62856, 0.40584, -0.78334], [-1.41552, 2.45888, -0.74258], [-0.94198, 2.76436, 1.00011], [-1.70401, -0.24217, 0.74132], [0.15592, -3.53735, -0.03962], [0.10465, -1.71046, -0.47630]]}

=====

x) {"formula": "C6H6O", "method": "ωB97M-V/def2-TZVPD", "lumo_energy_ev": 0.97, "smiles": "C#CC1=CCOC1", "total_charge": 0, "spin_multiplicity": 1, "orbital_gap_ev": 9.95, "elements": ["C", "C", "C", "C", "C", "O", "C", "H", "H", "H", "H", "H", "H"], "coordinates": [[3.01732, -0.33524, 0.44679], [1.83510, -0.17652, 0.26999], [0.43106, -0.02196, 0.06236], [-0.25197, 1.11225, -0.08780], [-1.70647, 0.80533, -0.28103], [-1.80173, -0.61090, -0.23141], [-0.52645, -1.19169, -0.02089], [4.06495, -0.47141, 0.60418], [0.15439, 2.11752, -0.07576], [-2.33158, 1.25147, 0.50758], [-2.08380, 1.17234, -1.24748], [-0.27470, -1.86663, -0.85121], [-0.52613, -1.78456, 0.90466]]}

=====

y) {"formula": "C6H6O", "method": "ωB97M-V/def2-TZVPD", "lumo_energy_ev": 0.89, "smiles": "C#CC1=CCOC1", "total_charge": 0, "spin_multiplicity": 1, "orbital_gap_ev": 9.69, "elements": ["C", "C", "C", "C", "C", "O", "C", "H", "H", "H", "H", "H", "H"], "coordinates": [[-0.23742, -1.70473, 2.43113], [0.10722, -0.75541, 1.76806], [0.16046, 0.03719, 0.57671], [-0.87756, -0.12774, -0.24395], [-0.43217, 0.05329, -1.65238], [0.95407, 0.36136, -1.56390], [1.27748, 0.69281, -0.21837], [-0.59966, -2.58991, 2.90409], [-1.81756, -0.56448, 0.06948], [-0.55371, -0.91561, -2.15954], [-0.97628, 0.81481, -2.22350], [1.25973, 1.78974, -0.10474], [2.28999, 0.34713, 0.01011]]}

=====

Most stable: x). Least stable: w).

=====

w) {"formula": "C6H6O", "method": "ωB97M-V/def2-TZVPD", "lumo_energy_ev": 0.50, "smiles": "C#CC1=CC1.C=O", "total_charge": 0, "spin_multiplicity": 1, "orbital_gap_ev": 9.55, "elements": ["C", "C", "C", "C", "C", "O", "C", "H", "H", "H", "H", "H", "H"], "coordinates": [[2.84460, 0.58900, -0.04794], [1.64412, 0.50058, 0.01122], [0.25275, 0.53879, 0.15801], [-1.00649, 1.26714, -0.20676], [-0.77347, 0.33655, 0.92667], [-1.82199, -1.86471, 0.19766], [-0.77283, -1.79477, -0.39610], [3.90089, 0.72610, -0.07181], [-1.60628, 0.98509, -1.07947], [-1.05556, 2.31963, 0.06101], [-1.18913, -0.07352, 1.83056], [0.19414, -2.12906, 0.03020], [-0.70488, -1.41308, -1.43489]]}

=====

x) {"formula": "C6H6O", "method": "ωB97M-V/def2-TZVPD", "lumo_energy_ev": 0.85, "smiles": "C#CC[C@H](O)C#C", "total_charge": 0, "spin_multiplicity": 1, "orbital_gap_ev": 10.60, "elements": ["O", "C", "C", "C", "C", "C", "C", "H", "H", "H", "H", "H", "H"], "coordinates": [[-0.02663, 0.95836, 1.43909], [-0.22835, 1.03486, -0.00568], [0.95692, 0.42827, -0.78058], [1.26196, -0.90173, -0.26524], [1.45185, -1.97738, 0.23894], [-1.48029, 0.35136, 0.06015], [-2.54677, -0.16762, 0.31091], [0.06344, -0.00103, 1.63714], [-0.37924, 2.05485, -0.42238], [1.80461, 1.10438, -0.61282], [0.80372, 0.39642, -1.86890], [1.63784, -2.93918, 0.65982], [-3.31905, -0.34155, -0.39043]]}

=====

y) {"formula": "C6H6O", "method": "ωB97M-V/def2-TZVPD", "lumo_energy_ev": [0.31, 0.31], "smiles": "C=CC1=CO1.C#C", "total_charge": 0, "spin_multiplicity": 1, "orbital_gap_ev": [7.75, 7.75], "elements": ["C", "C", "C", "C", "C", "C", "O", "H", "H", "H", "H", "H", "H"], "coordinates": [[-2.13856, -0.40261, -0.49480], [-2.32898, 0.00184, 0.63178], [1.23110, -1.43488, -0.44636], [1.72879, -0.21227, -0.34274], [0.24664, 1.57435, 0.88294], [0.98710, 0.79417, 0.16564], [1.22115, 2.29352, 0.16004], [-2.35432, -0.47463, -1.52463], [1.72429, -2.19096, -0.95945], [0.17916, -1.62451, -0.45252], [2.71741, -0.22689, -0.64409], [-2.63101, 0.17199, 1.57351], [-0.58278, 1.73087, 1.45070]]}

=====

Most stable: x). Least stable: y).